# 1
The following is a quantum chemistry calculation of a molecular structure, C25H31N5OS2Ta, from the Open Molecules 2025 dataset.

Output
HOMO level: -15.8 eV
E_tot: -59124.0917 eV
ΔE to the lowest compared entry with this formula, charge and spin: 0.0 kcal/mol
HOMO-LUMO gap: 0.186 Ha

Geometry as ORCA input:
```
! wB97M-V def2-TZVPD RIJCOSX def2/J DEFGRID3
* xyz 3 1
Ta 0.87203 -1.13206 0.53648
C -2.28938 1.98148 -0.08381
C -1.68189 0.73520 0.44660
N -0.36023 0.57513 0.27643
N 0.27120 1.71556 -0.23063
C 1.26513 1.49134 -1.00416
S 1.79186 -0.19081 -1.40880
S 2.21636 2.68607 -1.77745
C 1.35700 4.21583 -1.30015
C -0.07689 4.34155 -1.75675
C -0.94339 5.09614 -0.97162
C -2.25687 5.29820 -1.37144
C -2.71819 4.73683 -2.55505
C -1.85694 3.98386 -3.34102
C -0.53842 3.78997 -2.94636
C -2.48913 -0.24444 1.15013
C -3.85791 -0.01654 1.39386
C -4.61372 -0.89937 2.13746
C -4.03307 -2.04534 2.67259
C -2.68826 -2.31187 2.45746
C -1.95586 -1.42514 1.69960
O -0.62690 -1.68295 1.48925
H -1.88578 2.21406 -1.07080
H -1.99338 2.82341 0.55043
H -3.36906 1.93863 -0.13229
H 1.99269 4.97657 -1.76166
H 1.44036 4.32801 -0.22014
H -0.58526 5.54928 -0.05388
H -2.91522 5.90865 -0.76738
H -3.73738 4.90614 -2.87565
H -2.20222 3.56706 -4.27801
H 0.13151 3.22849 -3.58723
H -4.34134 0.86674 1.00828
H -5.66118 -0.69301 2.30660
H -4.62665 -2.73543 3.25729
H -2.21570 -3.19464 2.86641
C 3.44870 1.07732 4.04839
C 2.06095 1.00771 4.09686
C 1.39128 0.33345 3.10495
N 2.05220 -0.27210 2.07791
C 3.40645 -0.18912 2.03150
C 4.12745 0.47087 2.99549
H 3.99667 1.60031 4.82184
H 1.50192 1.46926 4.89866
H 0.31263 0.25160 3.11082
H 3.89472 -0.65343 1.18551
H 5.20506 0.51295 2.92155
C 2.38453 -3.49101 -2.41458
C 1.11745 -3.87476 -1.67462
C 1.10042 -5.36419 -1.35345
C -0.14480 -3.42818 -2.39089
N 1.05159 -3.14393 -0.28797
N 2.27354 -2.91563 0.44821
H 2.34216 -3.97946 -3.38905
H 3.29107 -3.88008 -1.94253
H 2.48187 -2.42433 -2.61349
H 1.13617 -5.93003 -2.28386
H 0.18624 -5.65889 -0.83237
H 1.96913 -5.66567 -0.76374
H -0.23322 -3.97688 -3.32814
H -0.11825 -2.36402 -2.63151
H -1.03907 -3.65319 -1.80466
H 0.45560 -3.74329 0.28910
H 3.04714 -2.86595 -0.21827
H 2.48247 -3.63192 1.14375
*
```


# 2
The following is a quantum chemistry calculation of a molecular structure, C25H31N5OsP, from the Open Molecules 2025 dataset.

Output
HOMO level (spin up / spin down): -16.8 / -16.8 eV
E_tot: -45607.1151 eV
ΔE to the lowest compared entry with this formula, charge and spin: 24.9 kcal/mol
HOMO-LUMO gap (spin up / spin down): 0.285 / 0.146 Ha

Geometry as ORCA input:
```
! wB97M-V def2-TZVPD RIJCOSX def2/J DEFGRID3
* xyz 3 5
Os -0.40439 0.25270 -0.77610
C -0.43229 4.35810 -4.67780
N -1.07029 3.43300 -3.76380
C -2.49619 3.67250 -3.60030
C -0.47409 2.40720 -3.13450
N -1.07239 1.71640 -2.18400
N 0.80631 2.08300 -3.54320
C 1.66501 1.08630 -3.13980
N 2.74411 0.92700 -3.91210
N 1.46511 0.38230 -2.06930
H -0.89599 4.28510 -5.66420
H 0.64061 4.21960 -4.77090
H -0.58659 5.37690 -4.31380
H -2.78879 4.50960 -4.23100
H -2.75629 3.94380 -2.57440
H -3.07609 2.80150 -3.91580
H -2.02019 2.05440 -2.01530
H 1.12971 2.57330 -4.36910
H 2.92311 1.47750 -4.73680
H 3.39891 0.18540 -3.71820
H 2.18631 -0.31820 -1.91850
C -2.36469 1.00650 1.98560
C -1.42239 0.60840 3.06930
C -1.62109 1.10920 4.35850
C -0.80669 0.72140 5.40710
C 0.23131 -0.17770 5.19020
C 0.47371 -0.65700 3.90970
C -0.34619 -0.27040 2.85010
P -0.02619 -0.95000 1.19570
C 1.73341 -1.41550 1.10890
C 2.12271 -2.74900 0.95550
C 3.46811 -3.06560 0.88810
C 4.41891 -2.05100 0.92920
C 4.03321 -0.72480 1.06630
C 2.68841 -0.37870 1.13350
C 2.29281 1.05580 1.26550
C -1.08859 -2.41050 1.02070
C -1.38929 -3.29140 2.04970
C -2.31669 -4.30340 1.83510
C -2.97159 -4.39300 0.61170
C -2.68809 -3.50360 -0.41180
C -1.73599 -2.49780 -0.23120
C -1.36789 -1.56270 -1.32390
H -2.82949 1.95870 2.22980
H -3.16209 0.26830 1.88000
H -1.85899 1.09950 0.99510
H -2.42799 1.80580 4.53560
H -0.97909 1.11970 6.39500
H 0.85951 -0.49170 6.01080
H 1.30331 -1.32540 3.73510
H 1.37741 -3.53190 0.92340
H 3.77471 -4.09780 0.80150
H 5.46551 -2.29610 0.81950
H 4.78791 0.04770 1.10580
H 3.07801 1.70260 0.88420
H 2.14401 1.30800 2.31560
H 1.35471 1.28490 0.72300
H -0.90759 -3.19830 3.01230
H -2.52389 -5.01470 2.61990
H -3.70059 -5.17220 0.45870
H -3.18759 -3.61450 -1.36200
H -2.22559 -1.38390 -1.98730
H -0.54499 -1.99550 -1.93050
*
```


Question: Which of these has the highest ΔE to the lowest compared entry with this formula, charge and spin?
Answer: C25H31N5OsP


What did the second record say?
The following is a quantum chemistry calculation of a molecular structure, C25H31N5OsP, from the Open Molecules 2025 dataset.

Output
HOMO level (spin up / spin down): -16.8 / -16.8 eV
E_tot: -45607.1151 eV
ΔE to the lowest compared entry with this formula, charge and spin: 24.9 kcal/mol
HOMO-LUMO gap (spin up / spin down): 0.285 / 0.146 Ha

Geometry as ORCA input:
```
! wB97M-V def2-TZVPD RIJCOSX def2/J DEFGRID3
* xyz 3 5
Os -0.40439 0.25270 -0.77610
C -0.43229 4.35810 -4.67780
N -1.07029 3.43300 -3.76380
C -2.49619 3.67250 -3.60030
C -0.47409 2.40720 -3.13450
N -1.07239 1.71640 -2.18400
N 0.80631 2.08300 -3.54320
C 1.66501 1.08630 -3.13980
N 2.74411 0.92700 -3.91210
N 1.46511 0.38230 -2.06930
H -0.89599 4.28510 -5.66420
H 0.64061 4.21960 -4.77090
H -0.58659 5.37690 -4.31380
H -2.78879 4.50960 -4.23100
H -2.75629 3.94380 -2.57440
H -3.07609 2.80150 -3.91580
H -2.02019 2.05440 -2.01530
H 1.12971 2.57330 -4.36910
H 2.92311 1.47750 -4.73680
H 3.39891 0.18540 -3.71820
H 2.18631 -0.31820 -1.91850
C -2.36469 1.00650 1.98560
C -1.42239 0.60840 3.06930
C -1.62109 1.10920 4.35850
C -0.80669 0.72140 5.40710
C 0.23131 -0.17770 5.19020
C 0.47371 -0.65700 3.90970
C -0.34619 -0.27040 2.85010
P -0.02619 -0.95000 1.19570
C 1.73341 -1.41550 1.10890
C 2.12271 -2.74900 0.95550
C 3.46811 -3.06560 0.88810
C 4.41891 -2.05100 0.92920
C 4.03321 -0.72480 1.06630
C 2.68841 -0.37870 1.13350
C 2.29281 1.05580 1.26550
C -1.08859 -2.41050 1.02070
C -1.38929 -3.29140 2.04970
C -2.31669 -4.30340 1.83510
C -2.97159 -4.39300 0.61170
C -2.68809 -3.50360 -0.41180
C -1.73599 -2.49780 -0.23120
C -1.36789 -1.56270 -1.32390
H -2.82949 1.95870 2.22980
H -3.16209 0.26830 1.88000
H -1.85899 1.09950 0.99510
H -2.42799 1.80580 4.53560
H -0.97909 1.11970 6.39500
H 0.85951 -0.49170 6.01080
H 1.30331 -1.32540 3.73510
H 1.37741 -3.53190 0.92340
H 3.77471 -4.09780 0.80150
H 5.46551 -2.29610 0.81950
H 4.78791 0.04770 1.10580
H 3.07801 1.70260 0.88420
H 2.14401 1.30800 2.31560
H 1.35471 1.28490 0.72300
H -0.90759 -3.19830 3.01230
H -2.52389 -5.01470 2.61990
H -3.70059 -5.17220 0.45870
H -3.18759 -3.61450 -1.36200
H -2.22559 -1.38390 -1.98730
H -0.54499 -1.99550 -1.93050
*
```